[1]
A 2-piece molecular cluster, C12H16N2 overall, computed with ωB97M-V/def2-TZVPD.

```
30
Properties=species:S:1:pos:R:3:forces:R:3:mulliken_charge:R:1
C -0.5829 0.4785 -2.8546 1.0 -0.6 -0.4 -0.72
C 0.9005 0.2489 -2.6059 0.6 1.7 -1.8 0.79
C 1.7486 -0.8193 -2.6164 -1.6 -0.7 1.1 -0.79
N 2.9563 -0.3840 -2.0568 -0.9 -0.4 -0.3 -0.13
C 2.7817 0.9508 -1.8962 1.2 1.3 -0.1 -0.19
N 1.6735 1.4334 -2.3775 -0.6 -1.7 1.5 -0.56
H -0.7197 1.4303 -3.4064 0.0 -0.4 0.8 0.29
H -1.0489 0.4154 -1.8604 -0.2 0.5 -0.4 -0.02
H -1.0080 -0.3111 -3.4748 0.0 -0.1 0.1 0.32
H 1.4683 -1.8644 -2.7842 0.5 0.5 0.2 0.35
H 3.4517 -0.9539 -1.3905 0.3 0.0 -0.3 0.27
H 3.5911 1.5487 -1.4778 -0.2 -0.1 -0.2 0.42
C 0.2585 -2.1924 2.6577 2.5 0.6 -1.1 -1.13
C 0.6516 -0.9727 1.7629 -1.1 -0.3 0.0 -0.60
C -0.5545 -0.0774 1.4935 1.1 -0.2 -0.1 1.20
C -1.7832 -0.5995 1.0837 0.7 0.2 -0.1 -0.49
C -2.7856 0.2896 0.7464 -0.5 0.7 0.8 -0.43
C -2.6684 1.6933 0.8965 0.7 -2.7 -0.2 -0.71
C -1.4463 2.1397 1.3683 0.2 1.5 -0.1 -0.39
C -0.3830 1.2883 1.6971 -1.1 -0.1 -1.0 -0.67
H -0.8027 -2.3585 2.6860 -0.2 0.1 1.0 0.40
H 0.9423 -2.0230 3.4846 -1.3 -0.2 1.3 0.31
H 0.7412 -3.0750 2.2555 -0.3 -0.5 -0.5 0.32
H 1.3103 -0.2905 2.2885 0.6 -0.4 0.1 0.39
H 1.1813 -1.3853 0.8867 -0.5 0.7 -0.1 0.12
H -1.8258 -1.6951 1.0384 -0.5 0.5 -0.3 0.33
H -3.7897 0.0111 0.4996 -0.2 -0.8 -0.4 0.36
H -3.5843 2.1556 0.5635 0.4 1.2 0.3 0.38
H -1.2582 3.2095 1.4214 -0.1 0.0 0.2 0.31
H 0.5846 1.7088 1.9712 -0.3 -0.2 0.1 0.28
```
Forces are in eV/Å.

Energy relative to the best compared isomer or geometry (same formula, charge and spin)   40.3 kcal per mole
Highest occupied orbital energy   -0.3174 Ha
Frontier orbital gap   9.3 eV
Lowest unoccupied orbital energy   0.70 eV
SMILES   Cc1c[nH]cn1.CCc1ccccc1
Multiplicity   1
F_max   2.81 eV/A

[2]
C24H32N7O3S2Sn as an isolated structure, computed with ωB97M-V/def2-TZVPD.

```
69
Properties=species:S:1:pos:R:3:forces:R:3:mulliken_charge:R:1
Sn -0.3751 -0.2657 -0.6796 0.8 0.6 0.0 0.78
C 3.2411 -3.4099 -0.6115 0.0 0.1 0.0 -1.88
C 2.2402 -2.3291 -0.3607 0.1 -0.1 -0.1 0.25
N 1.6417 -1.6510 -1.2484 -0.2 0.0 0.0 0.36
C 1.9755 -1.5885 -2.6572 0.0 -0.1 0.0 -0.77
C 1.4342 -0.2383 -3.1823 0.0 0.0 0.0 -0.70
N 1.3630 0.7285 -2.0524 0.0 0.0 0.0 -0.16
C 1.1391 2.1442 -2.4082 -0.1 0.0 0.0 -0.66
C -0.3171 2.4250 -2.7375 0.1 0.0 0.0 -0.82
N -1.2268 1.9236 -1.6890 -0.1 0.0 -0.1 -0.17
C -1.5842 2.8574 -0.6030 0.1 -0.1 0.1 -1.41
C -0.5888 2.8992 0.5530 0.0 0.1 0.0 -0.77
N -0.0971 1.5682 0.9087 0.1 -0.1 -0.2 0.36
C 0.5445 1.3737 1.9950 0.0 0.1 0.1 0.71
C 0.8180 2.4209 3.0300 -0.1 -0.1 0.0 -1.85
C 1.1403 0.0103 2.1885 0.1 -0.1 0.1 0.36
C 1.6372 -0.4682 3.3951 -0.1 0.0 0.1 -0.85
C 2.2978 -1.6894 3.3935 0.0 0.0 0.0 -0.82
C 2.5010 -2.3684 2.1969 0.0 -0.1 0.0 -0.71
C 1.9607 -1.8380 1.0346 0.0 0.0 0.1 0.67
N 1.2663 -0.6960 1.0718 -0.1 0.1 -0.2 0.05
H 3.0394 -3.9031 -1.5602 0.0 0.0 0.0 0.46
H 3.2328 -4.1594 0.1772 0.0 0.0 0.0 0.54
H 4.2529 -2.9970 -0.6638 0.0 0.0 0.1 0.35
H 1.5332 -2.4158 -3.2167 0.0 0.0 0.0 0.35
H 3.0571 -1.6518 -2.7958 0.0 0.0 0.0 0.49
H 0.4288 -0.3622 -3.5921 0.0 0.0 0.0 0.35
H 2.0750 0.1332 -3.9829 0.0 0.0 0.0 0.49
H 2.2606 0.6859 -1.5773 -0.1 -0.1 0.2 0.22
H 1.7576 2.4452 -3.2569 0.1 0.0 0.0 0.45
H 1.4375 2.7376 -1.5435 0.1 0.0 0.0 0.30
H -0.5811 1.9284 -3.6719 0.0 0.0 0.0 0.46
H -0.4356 3.5000 -2.8963 -0.1 0.0 0.0 0.34
H -2.0986 1.6966 -2.1566 0.0 -0.1 0.1 0.30
H -2.5490 2.5310 -0.2133 0.0 0.0 0.0 0.49
H -1.7032 3.8744 -0.9849 -0.1 0.0 0.0 0.35
H -1.0942 3.3764 1.3943 0.1 0.0 0.0 0.64
H 0.2718 3.5256 0.3013 0.0 0.0 0.0 0.49
H 0.8434 3.4154 2.5925 0.0 0.0 0.0 0.46
H 1.7670 2.2408 3.5298 0.0 0.0 0.0 0.54
H 0.0287 2.4147 3.7880 0.0 0.0 0.0 0.37
H 1.5205 0.0904 4.3137 0.1 0.0 0.0 0.56
H 2.6951 -2.0936 4.3154 0.0 0.0 0.0 0.53
H 3.0848 -3.2779 2.1854 0.0 0.0 0.0 0.41
N -2.5155 -2.3264 2.3631 -0.2 -0.1 0.2 -0.14
C -3.0178 -2.3361 3.5972 0.0 0.1 0.0 1.16
C -4.4322 -2.3385 3.7854 -0.1 -0.1 0.0 -0.65
C -4.9616 -2.3037 5.0316 -0.1 0.3 -0.1 -0.62
C -4.0871 -2.3046 6.1546 -0.1 -1.0 0.4 0.77
C -2.6741 -2.2514 5.9868 0.1 0.4 0.0 -0.67
C -2.1590 -2.2995 4.7335 0.1 -0.1 0.0 -0.59
S -4.5637 -3.5792 7.5233 0.3 -0.2 -0.8 1.06
O -4.6662 -2.0323 7.5110 0.0 0.4 0.1 -0.36
O -5.7608 -4.2763 7.2642 -0.1 0.1 0.2 -0.41
O -3.4471 -4.1030 8.2084 -0.1 0.1 0.2 -0.42
H -3.1189 -2.3896 1.5551 0.1 0.0 -0.1 -0.04
H -1.5277 -2.4170 2.1973 0.0 0.0 0.0 0.03
H -5.0841 -2.3687 2.9218 0.0 0.0 0.0 0.46
H -6.0336 -2.2788 5.1843 0.0 0.0 0.1 0.49
H -2.0341 -2.1840 6.8572 0.0 -0.1 0.0 0.48
H -1.0855 -2.3016 4.5920 0.0 0.0 0.0 0.41
S -4.0666 -3.9223 -2.3076 0.0 0.0 0.0 -0.06
C -4.8135 -2.4490 -1.8878 0.0 0.0 0.0 -0.29
C -3.9591 -1.6886 -1.1547 0.1 -0.1 0.0 -0.64
N -2.7254 -2.2532 -0.9154 -0.3 -0.2 0.1 0.22
C -2.6642 -3.4365 -1.4723 0.0 0.0 0.0 -0.38
H -5.8216 -2.2170 -2.1925 0.0 0.0 0.0 0.44
H -4.1835 -0.7057 -0.7627 0.0 0.0 0.0 0.45
H -1.7922 -4.0730 -1.4108 0.0 0.0 0.0 0.39
```
Forces are in eV/Å.

Highest occupied orbital energy   -0.5992 Ha
Frontier orbital gap   7.2 eV
Lowest unoccupied orbital energy   -9.13 eV
Net charge   +3
Multiplicity   1
F_max   1.03 eV/A

[3]
C19H35BNNaO11 as an isolated structure, computed with ωB97M-V/def2-TZVPD.

```
68
Properties=species:S:1:pos:R:3:forces:R:3:mulliken_charge:R:1
Na -0.4834 0.7133 0.4744 0.1 -0.1 -0.1 0.68
O 4.6699 0.2404 -6.5636 -0.1 0.1 0.0 -0.58
C 4.5922 0.5898 -5.4236 0.4 -0.2 -0.4 0.60
O 3.5225 1.0509 -4.8029 -0.2 0.0 0.6 -0.51
B 3.8580 1.2860 -3.3777 0.1 0.4 -0.8 1.09
O 5.2390 0.8904 -3.2153 0.0 0.1 0.2 -0.49
C 5.7504 0.5451 -4.3975 0.1 -0.2 0.0 0.59
O 6.8816 0.2305 -4.6043 -0.1 0.0 0.0 -0.57
O 2.9394 0.5502 -2.4851 0.0 -0.3 0.1 -0.51
C 2.2518 1.3879 -1.7734 -0.3 0.1 0.0 0.44
O 1.3765 1.0921 -0.9903 -0.3 -0.1 0.3 -0.43
C 2.6972 2.8313 -2.1358 -0.3 0.0 0.3 0.42
O 3.6243 2.7218 -3.0450 0.3 -0.1 -0.1 -0.54
O 2.2362 3.8291 -1.6570 0.0 -0.1 0.0 -0.62
C -1.9050 2.5799 -1.6808 -0.3 0.4 0.1 -1.37
C -3.1430 2.2611 -0.8577 0.0 0.6 0.0 0.72
C -4.3449 1.9797 -1.7352 0.2 -0.2 0.0 -1.60
O -2.8204 1.1492 -0.0162 0.4 -0.1 0.1 -0.16
H -1.1115 3.0505 -1.0962 0.1 -0.3 0.1 0.28
H -2.1698 3.3386 -2.4195 0.0 -0.2 -0.1 0.51
H -1.5504 1.6847 -2.1912 0.1 0.0 -0.1 0.27
H -3.3713 3.1338 -0.2273 0.0 -0.1 0.0 0.21
H -4.1457 1.0946 -2.3449 -0.1 0.0 0.0 0.33
H -4.5103 2.8277 -2.3967 -0.1 0.0 0.0 0.42
H -5.2531 1.8272 -1.1502 0.0 -0.1 0.0 0.43
H -3.6059 0.7915 0.4068 -0.1 0.1 0.0 0.14
C -1.2788 3.0540 4.3765 -0.1 0.1 -0.2 -1.72
C -1.3602 2.8075 2.8836 0.0 -0.4 0.0 0.96
C -1.0786 4.0312 2.0549 -0.1 0.5 -0.2 -1.14
O -0.4367 1.7501 2.5003 -0.2 0.3 0.1 -0.34
H -0.3191 3.5118 4.6267 0.0 -0.1 0.1 0.41
H -1.4168 2.1217 4.9250 0.1 0.0 0.1 0.45
H -2.0774 3.7288 4.6843 0.1 0.1 0.0 0.43
H -2.3586 2.4259 2.6443 0.0 0.0 0.0 0.03
H -1.2777 3.8528 0.9974 0.2 -0.1 0.0 0.07
H -0.0491 4.3725 2.1707 0.0 -0.1 0.0 0.32
H -1.7305 4.8629 2.3388 0.0 -0.1 0.1 0.38
H 0.1142 1.5444 3.2609 0.1 0.0 -0.1 0.17
C 0.2647 -3.4846 2.7918 -0.1 -0.5 0.0 -1.56
C 0.7848 -2.4329 1.8044 -0.6 0.2 0.1 1.10
C 1.8951 -3.0243 0.9474 0.5 -0.1 0.3 -1.30
C 1.3986 -3.9710 -0.1153 -0.2 -0.3 -0.3 -0.77
C 0.4118 -3.2490 -1.0247 0.4 -0.1 0.3 -1.29
C -0.7612 -2.5981 -0.2726 -0.5 -0.8 -0.3 1.61
N -0.2833 -1.9109 0.9261 1.1 0.8 -0.6 1.40
O -1.3048 -1.2740 1.6506 -0.3 -0.1 0.1 -0.40
C -1.3768 -1.5919 -1.2423 0.1 0.0 -0.3 -2.05
C -1.8231 -3.6619 0.0638 -0.1 0.4 0.4 -1.79
C 1.3446 -1.2456 2.5846 0.0 0.2 0.4 -1.86
H 0.9593 -3.6016 3.6249 0.0 0.1 0.0 0.45
H 0.1447 -4.4686 2.3342 0.1 0.1 -0.1 0.36
H -0.7176 -3.2507 3.2142 0.1 0.2 0.1 0.23
H 2.5046 -2.2357 0.4961 -0.3 0.1 -0.1 0.39
H 2.5773 -3.5363 1.6358 -0.1 0.0 0.0 0.43
H 0.9261 -4.8636 0.3106 0.0 0.1 0.2 0.33
H 2.2448 -4.3593 -0.6865 0.0 0.1 -0.1 0.42
H -0.0337 -3.9584 -1.7217 0.1 0.1 -0.2 0.53
H 0.9568 -2.4927 -1.5969 -0.1 0.1 0.0 0.37
H -2.3782 -1.2769 -0.9567 0.1 0.3 0.2 0.39
H -0.6828 -0.7597 -1.3899 -0.2 0.1 0.1 0.33
H -1.4615 -2.0303 -2.2414 -0.1 -0.2 0.1 0.45
H -2.2293 -4.1228 -0.8336 0.1 -0.1 0.0 0.43
H -1.4336 -4.4236 0.7384 0.0 -0.1 -0.1 0.33
H -2.6510 -3.1645 0.5822 0.0 -0.2 -0.1 0.36
H 1.5365 -0.3936 1.9304 0.1 -0.1 -0.1 0.23
H 2.2798 -1.5229 3.0760 0.0 0.0 -0.1 0.50
H 0.6697 -0.9071 3.3765 -0.1 -0.1 -0.1 0.35
H -1.7170 -1.9285 2.2359 -0.1 0.0 -0.1 0.25
```
Forces are in eV/Å.

Energy relative to the best compared isomer or geometry (same formula, charge and spin)   0.1 kcal per mole
Highest occupied orbital energy   -0.3319 Ha
Frontier orbital gap   8.4 eV
Lowest unoccupied orbital energy   -0.60 eV
Multiplicity   1
F_max   1.51 eV/A

[4]
A 2-piece molecular cluster, C4H7NO overall, computed with ωB97M-V/def2-TZVPD.

```
13
Properties=species:S:1:pos:R:3:forces:R:3:mulliken_charge:R:1
C 0.9832 0.9653 1.2431 -0.1 0.2 0.0 -0.31
N 0.0793 0.3904 2.1222 -0.1 0.1 0.1 -0.34
C 0.3547 -0.4610 0.9309 0.0 -0.3 -0.1 -0.11
C -0.5693 -0.4248 -0.0683 0.0 0.0 -0.1 0.11
C -1.1987 -0.8351 -1.2863 0.0 -0.2 -0.2 -0.15
O -1.5277 0.3928 -0.5507 0.0 0.1 0.1 -0.43
H 0.5733 1.8302 0.6926 0.1 -0.1 0.0 0.23
H 1.9990 0.5695 -1.0219 0.0 0.0 -0.1 -0.14
H -0.8744 0.7770 2.1342 0.1 0.0 0.0 0.26
H 0.9764 -1.3387 1.0547 -0.1 0.1 0.0 0.33
H 1.8877 0.3877 -1.7360 0.0 0.0 0.0 0.13
H -0.6971 -0.6677 -2.2377 -0.1 0.0 0.2 0.20
H -1.9865 -1.5857 -1.2766 0.1 0.1 0.0 0.23
```
Forces are in eV/Å.

Energy relative to the best compared isomer or geometry (same formula, charge and spin)   175.5 kcal per mole
Highest occupied orbital energy (spin up / spin down)   -0.2671 / -0.2753 Ha
Frontier orbital gap (spin up / spin down)   7.6 / 7.9 eV
Lowest unoccupied orbital energy (spin up / spin down)   0.33 / 0.41 eV
Multiplicity   1
F_max   0.29 eV/A

> Which formula does entry 1 have?

C12H16N2

> The lowest F_max belongs to which entry?

C4H7NO

Please write out number 1 again, unchanged.
A 2-piece molecular cluster, C12H16N2 overall, computed with ωB97M-V/def2-TZVPD.

```
30
Properties=species:S:1:pos:R:3:forces:R:3:mulliken_charge:R:1
C -0.5829 0.4785 -2.8546 1.0 -0.6 -0.4 -0.72
C 0.9005 0.2489 -2.6059 0.6 1.7 -1.8 0.79
C 1.7486 -0.8193 -2.6164 -1.6 -0.7 1.1 -0.79
N 2.9563 -0.3840 -2.0568 -0.9 -0.4 -0.3 -0.13
C 2.7817 0.9508 -1.8962 1.2 1.3 -0.1 -0.19
N 1.6735 1.4334 -2.3775 -0.6 -1.7 1.5 -0.56
H -0.7197 1.4303 -3.4064 0.0 -0.4 0.8 0.29
H -1.0489 0.4154 -1.8604 -0.2 0.5 -0.4 -0.02
H -1.0080 -0.3111 -3.4748 0.0 -0.1 0.1 0.32
H 1.4683 -1.8644 -2.7842 0.5 0.5 0.2 0.35
H 3.4517 -0.9539 -1.3905 0.3 0.0 -0.3 0.27
H 3.5911 1.5487 -1.4778 -0.2 -0.1 -0.2 0.42
C 0.2585 -2.1924 2.6577 2.5 0.6 -1.1 -1.13
C 0.6516 -0.9727 1.7629 -1.1 -0.3 0.0 -0.60
C -0.5545 -0.0774 1.4935 1.1 -0.2 -0.1 1.20
C -1.7832 -0.5995 1.0837 0.7 0.2 -0.1 -0.49
C -2.7856 0.2896 0.7464 -0.5 0.7 0.8 -0.43
C -2.6684 1.6933 0.8965 0.7 -2.7 -0.2 -0.71
C -1.4463 2.1397 1.3683 0.2 1.5 -0.1 -0.39
C -0.3830 1.2883 1.6971 -1.1 -0.1 -1.0 -0.67
H -0.8027 -2.3585 2.6860 -0.2 0.1 1.0 0.40
H 0.9423 -2.0230 3.4846 -1.3 -0.2 1.3 0.31
H 0.7412 -3.0750 2.2555 -0.3 -0.5 -0.5 0.32
H 1.3103 -0.2905 2.2885 0.6 -0.4 0.1 0.39
H 1.1813 -1.3853 0.8867 -0.5 0.7 -0.1 0.12
H -1.8258 -1.6951 1.0384 -0.5 0.5 -0.3 0.33
H -3.7897 0.0111 0.4996 -0.2 -0.8 -0.4 0.36
H -3.5843 2.1556 0.5635 0.4 1.2 0.3 0.38
H -1.2582 3.2095 1.4214 -0.1 0.0 0.2 0.31
H 0.5846 1.7088 1.9712 -0.3 -0.2 0.1 0.28
```
Forces are in eV/Å.

Energy relative to the best compared isomer or geometry (same formula, charge and spin)   40.3 kcal per mole
Highest occupied orbital energy   -0.3174 Ha
Frontier orbital gap   9.3 eV
Lowest unoccupied orbital energy   0.70 eV
SMILES   Cc1c[nH]cn1.CCc1ccccc1
Multiplicity   1
F_max   2.81 eV/A